A 10-piece molecular cluster, C8H36FN17O8 overall in a non-equilibrium geometry. Source: OMol25; level of theory: ωB97M-V with the def2-TZVPD basis set.

The value obtained for the max |F| is 2.454 eV Å⁻¹. The energy above the lowest of the compared OMol25 structures with the same formula, charge and spin is 0.00 kcal/mol. For the HOMO energy, the calculation gives -8.45 eV. The calculation puts the total energy at -1959.46185 Ha. As for the HOMO-LUMO gap: 8.458 eV. As for the LUMO energy: 0.0 eV.

Last column: Löwdin charge in e.
Cartesian coordinates (Å):
N (25.53160, 14.97928, -4.27747)  0.283
H (25.39552, 15.65719, -3.51586)  0.060
H (25.17612, 14.04073, -4.11760)  0.052
H (26.53657, 14.84870, -4.45980)  0.080
H (25.13155, 15.18841, -5.21320)  0.080
F (24.15073, 13.36683, -2.23903)  -0.545
C (25.37649, 16.49987, -7.76428)  -0.597
O (24.88588, 15.69519, -6.97571)  -0.014
N (26.31988, 17.47109, -7.41604)  0.149
N (24.96739, 16.62542, -9.05696)  0.181
H (26.54199, 17.35541, -6.43027)  0.042
H (26.05000, 18.38328, -7.74279)  0.092
H (25.33724, 17.27478, -9.72199)  0.100
H (24.10486, 16.13179, -9.28722)  0.064
C (23.03803, 18.54876, -5.02497)  -0.682
O (22.58663, 19.13759, -6.00487)  -0.003
N (22.71791, 17.24694, -4.76786)  0.177
N (24.04280, 19.06986, -4.26712)  0.147
H (23.17064, 16.66659, -4.08469)  0.067
H (21.88991, 16.90676, -5.22643)  0.095
H (24.45394, 19.95791, -4.46910)  0.087
H (24.35387, 18.58845, -3.42255)  0.044
C (25.01037, 16.92521, -1.32514)  -0.626
O (24.93418, 17.02091, -2.56417)  -0.055
N (25.04808, 17.99105, -0.48161)  0.177
N (25.10686, 15.69507, -0.78227)  0.168
H (25.28988, 17.75537, 0.46281)  0.099
H (25.13407, 18.91307, -0.86456)  0.104
H (25.38299, 15.49984, 0.16394)  0.099
H (24.74683, 14.87068, -1.32904)  0.076
C (27.91029, 17.55470, -3.76278)  -0.665
O (27.73262, 17.13397, -4.89892)  0.010
N (28.28031, 16.72204, -2.76511)  0.162
N (27.72368, 18.86251, -3.41334)  0.165
H (28.47761, 17.07956, -1.84609)  0.096
H (28.40364, 15.72772, -2.85539)  0.051
H (27.95414, 19.12904, -2.47382)  0.088
H (27.50650, 19.57140, -4.08474)  0.103
C (25.26105, 11.41703, -5.20487)  -0.660
O (25.15904, 12.51792, -5.72252)  0.018
N (25.27452, 11.22266, -3.84120)  0.159
N (25.52471, 10.27349, -5.90803)  0.147
H (24.86898, 11.97185, -3.28594)  0.040
H (25.66991, 10.38970, -3.45353)  0.090
H (25.59972, 10.24204, -6.90819)  0.102
H (25.22876, 9.40892, -5.48775)  0.091
C (29.38604, 13.85834, -4.13040)  -0.606
O (28.33007, 14.47052, -4.03523)  -0.002
N (29.33740, 12.49824, -4.30649)  0.164
N (30.65523, 14.35258, -4.11135)  0.177
H (28.44119, 12.04639, -4.33128)  0.099
H (30.12397, 11.94541, -4.59467)  0.099
H (30.82237, 15.32045, -3.90124)  0.107
H (31.37534, 13.70485, -3.84629)  0.101
C (21.40994, 13.93217, -4.39848)  -0.662
O (20.74558, 14.35636, -5.35872)  -0.036
N (20.98334, 14.07962, -3.11675)  0.167
N (22.65372, 13.42912, -4.54561)  0.174
H (20.05463, 14.45213, -3.04760)  0.102
H (21.51438, 13.70585, -2.35048)  0.089
H (23.20529, 13.21183, -3.71912)  0.027
H (23.01152, 13.24217, -5.46682)  0.079
C (21.89076, 14.64691, -8.95532)  -0.638
O (22.61721, 14.97277, -9.88874)  -0.008
N (20.54230, 14.32190, -9.10427)  0.132
N (22.26954, 14.78576, -7.65941)  0.174
H (20.07915, 14.02831, -8.26098)  0.078
H (19.97678, 14.86488, -9.72945)  0.089
H (21.68868, 14.50526, -6.86736)  0.036
H (23.19220, 15.16969, -7.44959)  0.055